C24H26LuN4Si | ωB97M-V/def2-TZVPD

Last column: Mulliken charge in e.
Atoms and positions in Å:
C  0.998  2.019  1.401  -0.963
C  -0.049  2.163  0.437  0.079
C  -1.228  2.627  1.098  -0.677
H  0.044  2.003  -0.637  0.397
C  -0.901  2.824  2.477  -0.641
C  0.470  2.445  2.667  -0.414
H  1.032  2.582  3.592  0.441
H  2.031  1.723  1.194  0.488
H  -2.172  2.872  0.603  0.419
H  -1.558  3.248  3.240  0.439
Lu  -0.671  0.464  2.045  0.953
C  -1.474  -2.543  -2.677  -0.635
H  -2.525  -2.375  -2.431  0.353
H  -1.307  -3.516  -3.155  0.376
H  -1.166  -1.791  -3.491  0.158
Si  -0.172  -0.734  -2.499  -0.103
C  1.648  -0.639  -2.801  0.668
C  2.292  0.595  -2.547  -0.089
H  1.716  1.494  -2.315  0.316
C  3.691  0.688  -2.572  -0.727
H  4.174  1.642  -2.360  0.406
C  4.463  -0.446  -2.845  -0.422
H  5.552  -0.382  -2.812  0.384
C  3.840  -1.663  -3.143  -0.648
H  4.441  -2.548  -3.361  0.386
C  2.442  -1.759  -3.142  -0.474
H  1.961  -2.703  -3.402  0.309
C  -1.185  0.762  -2.879  0.438
C  -0.826  1.647  -3.915  -0.224
H  0.050  1.438  -4.538  0.398
C  -1.593  2.796  -4.143  -0.609
H  -1.288  3.500  -4.919  0.404
C  -2.729  3.061  -3.368  -0.521
H  -3.337  3.945  -3.566  0.391
C  -3.070  2.202  -2.318  -0.595
H  -3.915  2.436  -1.667  0.474
C  -2.318  1.050  -2.086  -0.057
H  -2.606  0.375  -1.273  0.215
H  -0.311  -0.839  -1.021  -0.051
H  -0.858  -2.564  -1.732  0.063
N  -0.562  -1.420  5.729  -0.154
C  -0.789  -0.238  6.437  -0.623
C  -0.928  0.747  5.507  -0.341
N  -0.804  0.183  4.233  -0.166
C  -0.566  -1.146  4.407  0.389
C  -0.204  -2.067  3.334  0.158
N  0.093  -1.685  2.062  -0.363
C  0.538  -2.832  1.390  -0.442
C  0.480  -3.894  2.246  -0.627
N  0.032  -3.392  3.464  -0.079
H  -0.425  -2.338  6.152  0.211
H  -0.830  -0.196  7.510  0.419
H  -1.097  1.806  5.610  0.431
H  0.876  -2.767  0.365  0.472
H  0.710  -4.932  2.101  0.406
H  -0.109  -3.927  4.317  0.207

Atomic forces in eV per Å
-0.135 1.310 -0.094
0.360 0.494 0.224
0.160 0.571 -0.163
-0.096 -0.153 0.355
0.782 0.538 -0.410
0.094 1.116 -0.455
-0.214 -0.325 -0.370
-0.515 0.064 0.166
0.467 -0.122 0.296
0.220 -0.321 -0.280
-1.167 -2.827 0.033
0.458 -1.217 0.436
0.175 0.228 0.012
-0.069 0.235 -0.100
-0.425 -0.700 0.067
0.667 2.911 1.476
0.758 -0.611 -0.630
0.186 -0.099 0.014
0.105 -0.309 -0.060
-0.371 -0.377 -0.035
-0.154 -0.238 -0.062
-0.278 -0.051 0.042
-0.314 -0.025 -0.092
-0.284 0.064 0.069
-0.177 0.300 0.012
0.183 0.509 0.227
0.202 0.163 0.109
-0.169 -0.083 -0.324
-0.388 0.345 0.048
-0.296 0.130 0.212
0.242 -0.212 0.009
-0.157 -0.254 0.158
0.234 -0.204 0.269
0.217 -0.228 0.056
0.083 -0.011 -0.115
0.182 -0.130 -0.280
0.121 0.026 -0.169
0.085 0.203 -0.149
-0.104 -0.184 -0.005
-0.785 -0.145 -0.951
0.077 -0.553 1.469
-0.063 0.265 -0.717
0.125 -0.908 -0.326
0.543 -0.105 -0.087
-0.140 -0.814 -1.410
-0.802 1.248 0.845
0.740 0.279 -0.048
-0.636 0.315 0.860
-0.087 0.690 -0.097
0.303 -1.164 0.319
-0.045 0.710 -0.211
0.001 -0.120 0.013
-0.032 -0.133 0.172
-0.049 -0.166 0.201
0.055 -0.066 0.059
0.128 0.139 -0.588

Values from the calculation:
Calculated total energy   -2673.81051 hartree
Lowest unoccupied orbital energy (alpha / beta)   -0.12774 / -0.12810 hartree
Charge   +1
Orbital gap (alpha / beta)   2.60 / 2.60 eV

C24H26N2O5 | ωB97M-V/def2-TZVPD

Last column: Mulliken charge in e.
Atoms and positions in Å:
C  -3.601  -4.620  -0.547  -1.016
H  -3.523  -5.334  -1.366  0.248
O  -2.638  -3.633  -0.819  -0.336
C  -2.501  -2.588  0.058  0.590
C  -3.263  -2.453  1.211  -0.356
C  -3.054  -1.399  2.083  -1.392
C  -2.082  -0.459  1.811  -0.728
C  -1.322  -0.560  0.656  -0.005
C  -1.521  -1.620  -0.236  0.871
O  -0.691  -1.642  -1.319  -0.375
C  -1.108  -2.221  -2.537  -0.972
H  -1.012  -3.308  -2.522  0.294
H  -2.140  -1.953  -2.775  0.353
H  -0.443  -1.802  -3.293  0.326
C  -0.263  0.477  0.360  0.608
N  -0.432  1.106  -0.934  0.622
C  0.623  0.963  -1.766  -0.526
O  0.721  1.401  -2.894  -0.738
C  1.614  0.170  -0.981  1.125
C  1.110  -0.108  0.245  -0.130
C  1.842  -0.886  1.223  0.611
O  1.450  -1.162  2.345  -0.701
C  3.155  -1.307  0.687  0.256
C  4.013  -2.079  1.475  -0.740
C  5.240  -2.481  1.002  -0.734
C  5.641  -2.116  -0.281  -0.295
C  4.816  -1.357  -1.080  -0.751
C  3.569  -0.947  -0.604  0.515
O  2.805  -0.199  -1.444  -0.558
H  5.106  -1.064  -2.077  0.467
H  6.604  -2.430  -0.654  0.404
H  5.893  -3.077  1.621  0.401
H  3.672  -2.345  2.465  0.496
C  -1.623  1.827  -1.300  -0.998
C  -1.420  3.347  -1.313  -0.937
H  -0.555  3.571  -1.937  0.309
C  -1.270  3.967  0.076  -0.954
N  -0.137  3.460  0.835  0.697
C  -0.226  3.854  2.227  -1.189
H  -1.165  3.498  2.648  0.335
H  0.596  3.397  2.778  0.322
H  -0.174  4.945  2.366  0.351
C  1.137  3.862  0.273  -1.207
H  1.260  4.956  0.255  0.297
H  1.234  3.483  -0.741  0.315
H  1.937  3.433  0.875  0.348
H  -2.172  3.738  0.652  0.401
H  -1.213  5.065  -0.036  0.362
H  -2.293  3.802  -1.785  0.514
H  -1.908  1.513  -2.310  0.463
H  -2.414  1.549  -0.601  0.448
H  -0.290  1.250  1.137  0.235
H  -1.903  0.357  2.493  0.451
H  -3.652  -1.324  2.978  0.397
H  -4.018  -3.184  1.448  0.441
H  -3.398  -5.133  0.399  0.381
H  -4.614  -4.204  -0.528  0.381

Atomic forces in eV per Å
-0.151 -0.169 0.036
-0.052 0.013 0.083
0.311 0.378 0.099
0.058 -0.033 -0.156
-0.025 -0.112 -0.077
-0.002 0.043 0.050
-0.019 -0.065 -0.095
-0.010 -0.161 -0.239
-0.138 0.055 0.076
-0.119 -0.233 0.531
-0.007 -0.158 -0.513
-0.023 0.146 -0.020
0.027 -0.004 0.013
-0.068 -0.021 0.000
0.016 -0.321 0.241
0.102 0.042 0.175
-0.061 0.040 -0.049
0.121 0.024 -0.267
-0.297 -0.248 1.297
0.279 0.364 -0.631
0.038 0.047 -0.054
-0.012 0.064 -0.115
0.135 0.004 -0.200
0.026 0.030 -0.089
-0.045 -0.040 0.135
-0.107 0.084 -0.067
-0.199 0.152 -0.118
0.382 -0.459 0.644
-0.166 0.222 -0.471
0.041 0.030 -0.113
0.071 -0.012 -0.057
0.045 -0.049 0.060
-0.036 -0.014 0.076
0.021 0.390 -0.325
-0.018 -0.134 0.296
-0.029 0.054 -0.103
-0.024 -0.057 -0.212
-0.080 0.230 0.070
0.012 -0.045 -0.070
-0.032 0.006 0.065
0.019 0.018 0.092
-0.002 0.044 0.017
-0.057 -0.106 0.002
0.013 0.042 -0.008
0.085 0.030 -0.093
0.081 0.014 -0.012
-0.010 0.074 0.006
-0.038 -0.017 0.089
0.021 0.042 -0.067
-0.069 -0.047 0.125
-0.005 -0.051 -0.054
0.038 -0.176 -0.139
0.055 0.122 0.079
-0.055 0.004 0.086
-0.060 -0.091 -0.026
-0.023 0.030 -0.027
0.043 -0.014 0.020

Values from the calculation:
Calculated total energy   -1415.84588 hartree
Lowest unoccupied orbital energy   0.00244 hartree
Orbital gap   8.33 eV

What energy above the lowest of the compared OMol25 structures with the same formula, charge and spin values result from the calculations? In sequence: 4.464; 2.488 eV.
What largest force on an atom values result from the calculations? In sequence: 3.3; 1.4 eV/A.